*i*
{"formula": "C6H15NO2", "method": "wB97M-V/def2-TZVPD", "multiplicity": 1, "gap_ev": 10.3, "homo_ev": -9.4, "e_lumo_ev": 0.931, "smiles": "CO[C@@H](C)[C@@](C)(N)OC", "elements": ["C", "C", "C", "C", "C", "C", "N", "O", "O", "H", "H", "H", "H", "H", "H", "H", "H", "H", "H", "H", "H", "H", "H", "H"], "positions_angstrom": [[-0.01, -0.72, 0.18], [0.38, 0.78, -0.05], [0.16, 0.74, -2.53], [0.76, -0.48, 2.55], [-1.33, -1.15, -0.46], [-0.68, 1.82, 0.30], [1.01, -1.66, -0.23], [0.95, 1.05, -1.40], [-0.26, -0.86, 1.64], [1.25, 1.00, 0.58], [0.83, -2.54, 0.23], [1.93, -1.31, 0.02], [-0.88, 1.07, -2.42], [0.59, 1.27, -3.39], [0.21, -0.33, -2.77], [0.72, 0.60, 2.74], [0.58, -0.99, 3.49], [1.76, -0.76, 2.19], [-2.11, -0.38, -0.42], [-1.23, -1.45, -1.51], [-1.76, -2.01, 0.07], [-1.50, 1.41, 0.90], [-1.13, 2.29, -0.58], [-0.23, 2.62, 0.88]], "nbo_charge": [0.384, 0.076, -0.253, -0.256, -0.642, -0.653, -0.845, -0.548, -0.578, 0.197, 0.372, 0.364, 0.161, 0.190, 0.175, 0.165, 0.196, 0.162, 0.214, 0.225, 0.228, 0.225, 0.223, 0.218]}



*ii*
{"formula": "C6H15NO2", "method": "wB97M-V/def2-TZVPD", "multiplicity": 1, "gap_ev": 8.3, "homo_ev": -7.8, "e_lumo_ev": 0.444, "smiles": "C/C=C(\\C)O.NC=O.C", "elements": ["C", "C", "C", "C", "O", "H", "H", "H", "H", "H", "H", "H", "H", "H", "H", "C", "C", "N", "O", "H", "H", "H", "H", "H"], "positions_angstrom": [[0.80, -0.81, -0.08], [0.97, 0.32, -0.87], [1.71, -1.14, 1.07], [1.80, 1.49, -0.42], [0.22, -1.90, -0.74], [0.75, -2.70, -0.61], [-0.65, -0.42, 0.87], [0.89, 0.18, -1.94], [-0.57, 0.95, -0.94], [2.70, -1.45, 0.73], [1.28, -1.95, 1.67], [1.84, -0.27, 1.71], [2.87, 1.25, -0.45], [1.64, 2.34, -1.08], [1.56, 1.78, 0.60], [-1.49, 0.11, 1.60], [-1.82, 0.98, -1.01], [-2.22, -0.20, -1.53], [-2.50, 1.96, -0.85], [-3.18, -0.33, -1.79], [-1.57, -0.97, -1.56], [-1.21, 1.15, 1.66], [-1.23, -0.40, 2.53], [-2.55, 0.02, 1.43]], "nbo_charge": [0.269, -0.294, -0.678, -0.639, -0.735, 0.483, 0.215, 0.232, 0.128, 0.223, 0.220, 0.239, 0.217, 0.226, 0.219, -0.854, 0.546, -0.849, -0.624, 0.394, 0.415, 0.217, 0.204, 0.227]}



*iii*
{"formula": "C6H15NO2", "method": "wB97M-V/def2-TZVPD", "multiplicity": 1, "gap_ev": 10.2, "homo_ev": -9.3, "e_lumo_ev": 0.928, "smiles": "CC[C@H](N)[C@H](O)[C@H](C)O", "elements": ["C", "C", "C", "C", "C", "C", "N", "O", "O", "H", "H", "H", "H", "H", "H", "H", "H", "H", "H", "H", "H", "H", "H", "H"], "positions_angstrom": [[0.25, 0.34, -0.85], [1.00, 1.63, -0.44], [-0.05, -0.59, 0.34], [-0.58, -1.94, -0.19], [0.12, 2.64, 0.27], [-0.73, -2.98, 0.91], [-0.96, 0.07, 1.27], [1.03, -0.37, -1.78], [1.52, 2.17, -1.65], [1.46, 0.29, -2.34], [1.88, 3.04, -1.46], [-0.70, 0.64, -1.32], [1.84, 1.34, 0.21], [0.89, -0.76, 0.87], [-1.87, 0.17, 0.83], [-1.08, -0.52, 2.09], [-1.54, -1.77, -0.68], [0.12, -2.30, -0.94], [-0.68, 2.97, -0.40], [-0.32, 2.18, 1.15], [0.70, 3.51, 0.57], [-1.04, -3.93, 0.48], [-1.48, -2.68, 1.64], [0.22, -3.14, 1.42]], "nbo_charge": [0.092, 0.086, -0.056, -0.413, -0.655, -0.608, -0.842, -0.729, -0.747, 0.494, 0.478, 0.148, 0.158, 0.186, 0.352, 0.364, 0.189, 0.231, 0.206, 0.261, 0.198, 0.214, 0.192, 0.202]}



Which one sits at the bottom of the stability order? *ii* does.



*i*
{"formula": "C15H22N2O4", "method": "wB97M-V/def2-TZVPD", "multiplicity": 1, "gap_ev": 9.1, "homo_ev": -8.4, "e_lumo_ev": 0.680, "smiles": "CC(C)C[C@H](NC(=O)[C@@H](N)Cc1ccc(O)cc1)C(=O)O", "elements": ["C", "C", "C", "C", "C", "C", "C", "C", "C", "C", "C", "C", "C", "C", "C", "H", "H", "H", "H", "H", "H", "H", "H", "H", "H", "H", "H", "H", "H", "H", "H", "H", "H", "H", "H", "H", "H", "N", "N", "O", "O", "O", "O"], "positions_angstrom": [[-0.35, -2.48, 0.59], [0.75, -1.78, -0.40], [-1.62, -2.66, -0.36], [-2.44, -1.42, -0.45], [-3.79, -1.54, -0.04], [-1.96, -0.04, -0.65], [-4.70, -0.54, -0.13], [-2.90, 0.93, -0.81], [-4.21, 0.71, -0.49], [2.69, -0.14, -0.56], [3.95, -1.04, -0.51], [3.04, 1.19, 0.11], [1.85, 2.13, -0.07], [2.11, 3.64, -0.15], [0.68, 1.86, 1.03], [-0.68, -0.91, 1.74], [-0.89, -2.34, 2.53], [0.09, -3.52, 0.80], [-1.18, -3.16, -1.19], [-2.23, -3.39, 0.24], [-4.22, -2.49, 0.28], [-0.91, 0.29, -0.80], [-5.82, -0.66, 0.14], [-2.57, 1.88, -1.07], [-6.00, 1.24, -0.59], [1.40, -0.65, 1.16], [2.28, -0.02, -1.58], [3.37, 1.08, 1.09], [3.86, 1.74, -0.41], [1.31, 1.81, -0.93], [3.05, 3.88, 0.36], [1.18, 4.18, 0.30], [2.23, 4.00, -1.20], [0.63, 2.65, 1.84], [-0.30, 1.89, 0.47], [0.56, 0.87, 1.45], [5.77, -1.25, -0.52], [-0.34, -1.82, 1.91], [1.51, -0.82, 0.15], [0.91, -2.29, -1.50], [-5.17, 1.72, -0.65], [3.91, -2.26, -0.40], [5.15, -0.47, -0.70]], "nbo_charge": [-0.107, 0.680, -0.467, 0.043, -0.211, -0.225, -0.285, -0.275, 0.296, -0.133, 0.768, -0.425, -0.206, -0.612, -0.617, 0.356, 0.372, 0.214, 0.264, 0.199, 0.210, 0.221, 0.209, 0.220, 0.472, 0.424, 0.256, 0.216, 0.236, 0.194, 0.211, 0.218, 0.216, 0.210, 0.207, 0.193, 0.508, -0.844, -0.637, -0.634, -0.669, -0.586, -0.680]}



*ii*
{"formula": "C15H22N2O4", "method": "wB97M-V/def2-TZVPD", "multiplicity": 1, "gap_ev": 8.5, "homo_ev": -8.1, "e_lumo_ev": 0.470, "smiles": "CC(C)C[C@H](NC(=O)[C@@H](N)Cc1ccc(O)cc1)C(=O)O", "elements": ["C", "C", "C", "C", "C", "C", "C", "C", "C", "C", "C", "C", "C", "C", "C", "H", "H", "H", "H", "H", "H", "H", "H", "H", "H", "H", "H", "H", "H", "H", "H", "H", "H", "H", "H", "H", "H", "N", "N", "O", "O", "O", "O"], "positions_angstrom": [[-0.64, -1.37, -1.85], [0.09, -0.90, -0.52], [-1.50, -0.11, -2.13], [-2.38, 0.23, -0.97], [-3.33, -0.66, -0.51], [-2.23, 1.40, -0.24], [-4.15, -0.59, 0.58], [-2.99, 1.61, 1.02], [-3.84, 0.49, 1.45], [2.05, 0.72, 0.10], [2.10, 2.11, -0.56], [3.41, 0.14, 0.31], [3.69, -0.92, 1.38], [5.07, -1.30, 1.28], [2.79, -2.12, 1.19], [-2.27, -2.69, -2.15], [-0.85, -3.36, -1.70], [-0.02, -1.40, -2.83], [-1.91, -0.35, -3.18], [-1.04, 0.85, -2.54], [-3.37, -1.59, -1.18], [-1.35, 2.13, -0.46], [-4.40, -1.55, 1.05], [-2.78, 2.61, 1.54], [-4.15, 1.03, 3.28], [1.12, 0.51, -1.66], [1.71, 1.00, 1.17], [3.83, -0.27, -0.65], [3.98, 1.13, 0.55], [3.42, -0.57, 2.34], [5.81, -0.36, 1.27], [5.49, -2.01, 1.99], [5.20, -1.65, 0.26], [2.69, -2.54, 0.20], [1.83, -1.53, 1.34], [2.86, -2.89, 1.95], [2.28, 3.95, -0.32], [-1.44, -2.58, -1.55], [1.04, 0.04, -0.76], [-0.21, -1.35, 0.51], [-4.40, 0.32, 2.65], [2.05, 2.21, -1.78], [2.05, 3.19, 0.20]], "nbo_charge": [-0.141, 0.698, -0.434, -0.142, -0.112, -0.149, -0.302, -0.351, 0.344, -0.147, 0.802, -0.374, -0.250, -0.584, -0.622, 0.358, 0.366, 0.191, 0.218, 0.239, 0.199, 0.210, 0.236, 0.227, 0.484, 0.425, 0.230, 0.212, 0.213, 0.200, 0.187, 0.221, 0.201, 0.204, 0.235, 0.217, 0.502, -0.817, -0.666, -0.581, -0.662, -0.621, -0.663]}



*iii*
{"formula": "C15H22N2O4", "method": "wB97M-V/def2-TZVPD", "multiplicity": 1, "gap_ev": 9.7, "homo_ev": -8.9, "e_lumo_ev": 0.767, "smiles": "O=C([C@H](CO)NC(=O)[C@H]1C[C@@]2(C1)C[C@]21CC1)N1CCCO1", "elements": ["O", "C", "N", "C", "C", "O", "C", "O", "N", "C", "C", "C", "O", "C", "C", "C", "C", "C", "C", "C", "C", "H", "H", "H", "H", "H", "H", "H", "H", "H", "H", "H", "H", "H", "H", "H", "H", "H", "H", "H", "H", "H", "H"], "positions_angstrom": [[0.28, 0.49, 1.55], [-0.28, -0.31, 0.82], [0.40, -1.19, 0.04], [1.85, -1.22, 0.02], [2.36, -2.08, 1.18], [3.77, -2.13, 1.12], [2.25, -1.83, -1.31], [1.55, -2.68, -1.85], [3.38, -1.40, -1.93], [3.39, -1.22, -3.38], [4.71, -0.49, -3.58], [4.73, 0.42, -2.36], [4.00, -0.26, -1.34], [-1.78, -0.35, 0.68], [-2.60, -0.07, 1.96], [-3.46, 0.89, 1.15], [-2.42, 0.92, 0.04], [-4.95, 0.79, 0.92], [-4.35, 1.95, 1.62], [-4.48, 2.63, 2.93], [-4.36, 3.43, 1.64], [-0.07, -1.86, -0.54], [2.24, -0.21, 0.13], [2.00, -1.62, 2.11], [1.92, -3.08, 1.09], [4.10, -2.61, 1.88], [3.34, -2.19, -3.87], [2.53, -0.62, -3.70], [5.53, -1.19, -3.56], [4.74, 0.07, -4.52], [5.74, 0.60, -1.98], [4.25, 1.38, -2.56], [-2.11, -1.25, 0.17], [-3.10, -0.93, 2.42], [-1.99, 0.44, 2.70], [-1.75, 1.78, 0.12], [-2.77, 0.83, -0.99], [-5.27, 0.95, -0.10], [-5.53, 0.07, 1.48], [-5.45, 2.64, 3.43], [-3.63, 2.61, 3.60], [-3.45, 3.97, 1.44], [-5.27, 3.92, 1.31]], "nbo_charge": [-0.645, 0.682, -0.610, -0.168, -0.055, -0.719, 0.678, -0.622, -0.154, -0.234, -0.437, -0.076, -0.371, -0.290, -0.384, -0.037, -0.376, -0.394, -0.075, -0.401, -0.399, 0.423, 0.256, 0.185, 0.164, 0.474, 0.238, 0.190, 0.217, 0.225, 0.197, 0.177, 0.205, 0.207, 0.229, 0.219, 0.207, 0.210, 0.213, 0.210, 0.213, 0.215, 0.211]}



Which one sits at the bottom of the stability order? *iii* does.



*i*
{"formula": "C5H7N2", "method": "wB97M-V/def2-TZVPD", "charge": 1, "multiplicity": 1, "gap_ev": [7.6, 7.6], "homo_ev": [-13.6, -13.6], "e_lumo_ev": [-5.993, -5.990], "elements": ["C", "C", "C", "C", "C", "N", "N", "H", "H", "H", "H", "H", "H", "H"], "positions_angstrom": [[-1.48, -1.62, -0.35], [-1.82, -0.39, -0.51], [0.73, -0.91, -0.25], [0.78, 2.17, 0.96], [1.01, 1.49, -0.18], [-0.14, -1.90, -0.20], [0.41, 0.25, -0.37], [-2.17, -2.28, 0.02], [-2.03, 0.62, -0.96], [1.72, -1.15, 0.17], [1.16, 3.14, 1.21], [0.15, 1.67, 1.68], [1.55, 1.79, -1.07], [0.13, -2.89, -0.16]], "nbo_charge": [-0.120, 0.135, 0.322, -0.320, -0.076, -0.535, -0.368, 0.292, 0.308, 0.226, 0.240, 0.207, 0.236, 0.452]}



*ii*
{"formula": "C5H7N2", "method": "wB97M-V/def2-TZVPD", "charge": 1, "multiplicity": 1, "gap_ev": [9.0, 9.0], "homo_ev": [-14.8, -14.8], "e_lumo_ev": [-5.819, -5.818], "elements": ["C", "C", "C", "C", "C", "N", "N", "H", "H", "H", "H", "H", "H", "H"], "positions_angstrom": [[-0.59, 1.76, 0.05], [0.66, 1.16, 0.30], [-1.66, 0.92, 0.03], [0.97, -0.27, 0.21], [-0.22, -1.24, -0.11], [-1.35, -0.81, 0.58], [-2.36, -0.12, -0.15], [-0.48, 2.87, -0.11], [1.62, 1.63, 0.41], [1.75, -0.41, -0.62], [1.78, -0.47, 1.01], [-0.28, -1.37, -1.13], [-0.10, -2.21, 0.17], [-3.36, -0.35, -0.13]], "nbo_charge": [-0.438, 0.138, 0.548, -0.520, -0.294, -0.164, -0.350, 0.302, 0.248, 0.302, 0.292, 0.219, 0.259, 0.456]}



*iii*
{"formula": "C5H7N2", "method": "wB97M-V/def2-TZVPD", "charge": 1, "multiplicity": 1, "gap_ev": [7.6, 7.6], "homo_ev": [-12.9, -13.0], "e_lumo_ev": [-5.289, -5.420], "elements": ["C", "C", "C", "C", "C", "N", "N", "H", "H", "H", "H", "H", "H", "H"], "positions_angstrom": [[0.32, 1.72, -0.89], [-0.82, 1.29, -0.19], [1.52, 1.27, -0.81], [0.26, -0.50, 0.67], [-2.05, -0.85, -0.12], [-0.85, 0.03, 0.16], [1.55, 0.11, 0.39], [2.42, 1.52, -1.30], [0.11, -1.25, 1.30], [-1.73, -1.37, -1.06], [-2.07, -1.69, 0.61], [-2.98, -0.33, -0.02], [2.37, -0.53, 0.06], [1.93, 0.58, 1.18]], "nbo_charge": [-0.062, 0.212, -0.113, 0.142, -0.403, -0.291, -0.597, 0.255, 0.218, 0.250, 0.231, 0.260, 0.467, 0.432]}



Which one sits at the bottom of the stability order? *iii* does.



*i*
{"formula": "C5H7N2", "method": "wB97M-V/def2-TZVPD", "charge": 1, "multiplicity": 1, "gap_ev": 9.3, "homo_ev": -13.9, "e_lumo_ev": -4.620, "smiles": "C=C=[N+]=CNC=C", "elements": ["C", "C", "C", "C", "C", "N", "N", "H", "H", "H", "H", "H", "H", "H"], "positions_angstrom": [[-0.83, 0.97, 1.22], [0.81, 1.77, -0.48], [0.50, -1.31, -0.33], [-1.49, 0.24, 2.06], [0.34, -0.42, -1.29], [-0.16, 1.52, 0.36], [1.03, 0.89, -1.41], [-2.01, 0.73, 2.87], [1.51, 2.63, -0.38], [1.01, -1.22, 0.68], [-0.13, -2.23, -0.28], [-1.72, -0.71, 1.46], [-0.14, -0.86, -2.09], [1.79, 1.12, -2.13]], "nbo_charge": [0.533, 0.382, -0.341, -0.541, -0.090, -0.451, -0.511, 0.298, 0.260, 0.225, 0.242, 0.295, 0.237, 0.462]}



*ii*
{"formula": "C5H7N2", "method": "wB97M-V/def2-TZVPD", "charge": 1, "multiplicity": 1, "gap_ev": 10.4, "homo_ev": -14.3, "e_lumo_ev": -3.876, "smiles": "C1=C[C@H]2NC=[NH+][C@@H]12", "elements": ["C", "C", "C", "C", "C", "N", "N", "H", "H", "H", "H", "H", "H", "H"], "positions_angstrom": [[-1.11, -1.30, -0.10], [-0.48, -0.89, -1.26], [1.34, 0.63, 0.69], [-0.86, 0.04, 0.61], [-0.33, 0.55, -0.79], [0.41, -0.06, 1.33], [1.01, 1.05, -0.51], [-1.56, -2.20, 0.20], [-0.11, -1.52, -2.06], [2.40, 0.70, 1.02], [-1.73, 0.56, 1.26], [-0.92, 1.25, -1.36], [0.59, -0.72, 2.01], [1.35, 1.91, -1.03]], "nbo_charge": [-0.158, -0.176, 0.395, -0.094, -0.074, -0.499, -0.537, 0.238, 0.247, 0.251, 0.253, 0.247, 0.440, 0.467]}



Which one sits at the bottom of the stability order? *i* does.